85
Properties=species:S:1:pos:R:3:forces:R:3 method="wB97M-V/def2-TZVPD" e_lumo_ev=-3.5 homo_energy_ev=-5.09 orbital_gap_ev=1.6
C 3.1454 -7.6585 1.0400 0.914 -0.933 -1.297
O -0.7798 -0.3920 -3.6637 0.055 -0.123 0.178
H -2.7383 4.3426 -2.6639 -0.035 -0.022 -0.030
C -3.1689 0.1033 5.0089 -0.547 0.777 0.523
C 2.1612 -5.9173 2.3889 -0.743 1.176 -0.029
C -0.8002 8.4629 -1.3353 -0.893 -0.550 -0.162
H -0.0400 5.6166 1.4791 0.146 -0.044 0.217
C 0.0759 6.5954 1.0137 -1.507 -0.984 0.123
O 1.7722 -4.2888 -0.0389 1.698 -4.450 0.104
H 0.6254 -6.3103 -2.1220 -0.210 0.209 0.164
H 4.2822 -4.3354 1.2775 -0.438 0.009 -0.023
H 3.4993 -9.3220 -0.3718 0.102 -0.123 0.451
H -4.3361 -1.5426 3.2317 0.508 -0.098 0.664
H -1.9614 5.4517 -3.7970 0.247 -0.072 0.083
H -2.3794 6.1038 0.4459 0.090 -0.468 -0.180
H 3.9344 -0.2402 -1.1464 0.139 -0.281 0.019
H -5.5061 -0.2476 3.4231 -0.002 0.231 0.176
H 1.7496 -8.0590 -1.3340 -0.060 -0.092 0.170
H -3.3536 -1.8506 1.0312 0.525 -0.614 0.018
H -0.8341 7.1426 1.2599 -0.254 -0.007 -0.470
C 4.3194 -5.4186 1.3930 1.020 0.395 -0.300
H 2.4351 6.5397 0.0827 -0.125 0.062 0.124
H 3.8986 -8.0317 1.7339 -0.406 0.400 0.744
C 1.8139 5.8244 -0.4563 0.275 -0.618 -0.347
H -1.1680 7.5138 -3.2110 0.097 -0.422 -0.050
H 0.8237 7.1788 1.5509 0.512 -0.297 -0.495
H 1.1455 -6.3057 2.3134 0.051 -0.199 -0.220
H 4.1733 -5.6588 -3.0564 -0.760 -0.580 -0.158
N -3.2987 -0.8696 0.7971 -0.334 -0.026 1.152
O -3.5023 0.4453 3.7173 -1.725 -1.718 -2.819
C -2.8459 6.0199 -0.5356 -0.554 0.502 0.839
C -4.4357 -0.2824 1.5592 0.379 1.500 -1.018
H -2.6532 7.8670 -2.3744 0.059 0.492 -0.022
H 4.6842 -8.0488 -0.4932 0.080 0.192 0.064
O 0.2593 0.5785 2.6512 0.122 -0.007 -0.171
H -1.6920 -0.3765 -3.9533 -0.267 0.005 -0.020
H -0.4544 1.0343 3.0974 -0.384 0.126 -0.007
C -4.4999 -0.4769 3.0721 1.497 1.114 -0.525
H 2.2932 5.7320 -1.4309 -0.296 -0.164 -0.236
H 2.0427 -4.8548 2.6013 -0.018 0.189 -0.271
Cd 0.1450 -0.1991 -0.3960 -0.051 0.016 0.007
C 4.0044 -5.5321 -1.9871 0.213 0.329 0.704
C 2.7623 -7.6586 -1.3799 0.272 0.580 -0.830
C 0.3873 6.3717 -0.5057 1.103 1.646 0.477
H 2.1699 -8.1095 1.2217 0.018 0.004 0.327
O 3.2306 0.4066 -1.0967 -0.172 -0.033 0.064
N 2.2200 -5.6641 -0.0721 -0.296 4.467 -0.402
H -4.0937 0.0742 5.5851 0.009 -0.427 0.575
H 3.6314 1.2212 -1.4000 0.017 0.306 -0.074
H 0.8091 0.2425 3.3590 0.219 -0.147 0.133
H -3.5029 5.1522 -0.5959 0.387 -0.247 0.199
H 1.3291 -4.7622 -2.6001 0.161 -0.104 -0.094
H -2.6371 0.9959 5.3382 0.469 -0.396 0.502
C 1.5342 -5.8258 -2.4788 0.016 -0.095 1.312
C 2.6566 -6.1052 -1.3997 -0.376 -0.793 -2.314
H 5.2049 -5.7254 0.8363 -0.253 -0.318 -0.565
H -3.5315 6.8673 -0.5444 -0.043 0.248 -0.356
N -0.5569 5.5061 -1.4001 1.547 -2.844 3.465
C -1.6355 7.5058 -2.2264 0.020 0.692 0.871
H -0.2827 -0.0789 -4.4195 0.210 0.112 -0.160
C 0.5593 7.8261 -1.0449 -1.069 -0.252 -1.872
H -3.5094 5.8641 -3.1548 -0.082 0.118 0.411
H 1.0511 7.7437 -2.0142 0.210 -0.054 -0.250
H -6.5102 -0.0558 0.9392 -0.050 0.248 0.160
H -3.7403 -0.8555 -0.1111 0.925 -0.038 -0.590
H 1.8950 4.8714 0.0665 -0.182 -0.041 -0.110
H -6.0277 -1.6662 1.2620 0.010 -0.431 -0.268
H 4.6274 -5.6157 2.4198 -0.336 -0.033 0.172
H -4.3669 0.7842 1.3454 0.177 0.285 0.428
H 3.1921 -7.9726 -2.3311 -0.245 0.122 -0.341
H -0.7815 9.4013 -1.8895 0.528 0.146 0.115
H 4.1208 -4.4523 -1.8946 -0.266 0.066 0.587
C -5.6640 -0.7341 0.8297 -2.030 -0.293 0.760
H 1.7397 -6.3304 -3.4229 0.476 0.253 -0.002
C -2.5623 5.3944 -2.8894 0.448 -0.883 -0.251
H -5.5401 -0.8541 -0.2466 0.170 -0.049 0.112
H 4.8704 -6.0174 -1.5370 0.022 0.128 0.304
H -1.3375 8.6872 -0.4139 -0.069 -0.091 0.182
C -1.8784 6.0819 -1.7033 0.210 0.247 -1.163
C 2.9932 -6.1238 1.0951 -0.480 -0.766 1.749
C 3.6276 -8.2415 -0.3069 -0.542 0.596 0.363
H 1.2127 8.4828 -0.4705 -0.138 -0.412 0.522
H -2.5994 -0.8231 5.0836 0.122 -0.024 0.150
O -0.5061 4.1574 -0.9432 -0.617 4.168 -1.596
H 2.6033 -6.2989 3.3092 0.376 -0.490 -0.381